1.
60
Properties=species:S:1:pos:R:3:mulliken_charge:R:1 method="wB97M-V/def2-TZVPD" orbital_gap_ha=0.166 energy_ha=-3075.85159 charge=+2
Tl 0.75 0.50 -1.19 1.053
C -3.27 0.81 -1.93 -1.286
C -3.35 -0.62 -1.47 1.117
C -4.29 -1.41 -2.14 -0.929
C -4.34 -2.75 -1.76 -0.746
C -3.43 -3.22 -0.86 -0.557
C -2.49 -2.48 -0.18 1.114
C -1.39 -3.18 0.59 -1.258
C -2.45 -1.08 -0.46 -0.450
N -1.69 -0.19 0.24 0.057
C -1.79 -0.01 1.50 0.549
C -2.90 -0.56 2.36 -1.854
C -0.73 0.75 2.14 0.846
C -0.99 1.30 3.50 -1.772
N 0.42 0.99 1.57 0.002
C 1.55 1.63 1.92 -0.685
C 1.66 3.02 2.10 1.490
C 0.51 3.93 1.75 -1.469
C 2.90 3.56 2.34 -0.753
C 4.08 2.78 2.37 -0.581
C 3.95 1.40 2.45 -0.885
C 2.71 0.87 2.08 1.196
C 2.76 -0.56 1.67 -1.089
H -3.84 1.01 -2.82 0.492
H -2.23 1.20 -2.10 0.045
H -3.68 1.45 -1.10 0.286
H -4.92 -0.86 -2.81 0.472
H -5.08 -3.49 -2.19 0.355
H -3.53 -4.32 -0.70 0.394
H -1.18 -4.22 0.29 0.417
H -1.52 -3.17 1.66 0.262
H -0.43 -2.62 0.48 0.135
H -3.77 -0.83 1.73 0.379
H -3.27 0.09 3.08 0.590
H -2.65 -1.47 2.88 0.351
H -1.07 0.44 4.21 0.432
H -1.92 1.83 3.56 0.464
H -0.21 2.01 3.82 0.311
H -0.36 3.29 1.61 0.228
H 0.92 4.46 0.88 0.414
H 0.24 4.65 2.51 0.408
H 2.94 4.65 2.38 0.451
H 5.00 3.38 2.36 0.456
H 4.79 0.71 2.71 0.460
H 3.73 -0.78 1.21 0.383
H 1.91 -0.83 1.00 -0.123
H 2.58 -1.22 2.51 0.333
Cl 2.67 1.58 -4.51 -0.245
Si 3.09 1.43 -2.40 0.639
Cl 4.94 0.58 -2.23 -0.163
Cl 3.26 3.41 -1.49 -0.175
C 2.70 -2.57 -2.74 -0.970
Te 0.65 -1.99 -3.08 0.289
C 0.70 -1.29 -5.12 -0.519
H 3.28 -2.76 -3.65 0.359
H 2.51 -3.52 -2.20 0.383
H 3.35 -2.01 -2.05 0.261
H 1.16 -2.09 -5.65 0.343
H 1.36 -0.40 -5.08 -0.064
H -0.29 -1.18 -5.57 0.358


2.
53
Properties=species:S:1:pos:R:3:mulliken_spin:R:1 method="wB97M-V/def2-TZVPD" s2=9.208 orbital_gap_ha="0.113 / 0.155" e_above_lowest_kj_mol=41.3 energy_ha=-2533.09313 charge=-1 spin_multiplicity=6
O -0.10 0.05 0.57 -0.018
C 0.90 -0.49 -0.36 0.002
C 0.42 0.40 -1.48 0.001
H 0.71 -1.55 -0.53 0.004
H 1.92 -0.27 -0.02 0.005
C -0.72 0.81 -0.52 0.004
H 0.11 -0.13 -2.39 0.002
H 1.10 1.22 -1.71 0.001
C -2.04 0.19 -0.90 -0.004
H -1.97 -0.90 -0.93 0.003
H -2.35 0.55 -1.88 0.000
H -2.81 0.48 -0.18 -0.004
C -0.82 2.28 -0.20 0.001
H 0.16 2.73 -0.07 0.002
H -1.42 2.44 0.70 -0.003
H -1.33 2.79 -1.02 0.002
Mn -0.01 0.19 2.93 4.441
C 1.02 1.69 4.30 0.045
C 1.97 0.65 4.20 0.076
C 2.38 0.53 2.85 0.078
H 2.30 -0.09 4.92 -0.045
C 1.67 1.53 2.11 0.054
C 0.77 2.22 3.02 -0.077
H 0.18 3.11 2.84 -0.001
H 0.53 2.12 5.16 0.011
H 3.14 -0.15 2.45 0.017
H 1.97 1.95 1.15 0.007
C -1.61 -0.58 4.78 0.222
C -1.89 0.71 3.98 -0.403
C -2.27 0.42 2.64 -0.011
H -2.03 1.73 4.41 -0.001
C -2.03 -1.01 2.45 0.170
C -1.58 -1.53 3.67 -0.274
H -1.33 -2.57 3.89 -0.006
H -2.08 -0.79 5.71 -0.030
H -2.81 1.07 1.91 0.006
H -2.35 -1.60 1.56 0.022
O 0.71 -1.65 -4.58 0.000
C 0.24 -0.57 -5.41 0.000
C 0.42 -0.95 -6.87 0.000
H 0.85 0.33 -5.19 0.000
H -0.79 -0.32 -5.13 0.000
C 1.62 -1.92 -6.80 0.000
H 0.57 -0.10 -7.54 0.000
H -0.46 -1.52 -7.21 0.000
C 1.40 -2.59 -5.45 0.000
H 2.54 -1.32 -6.77 0.000
H 1.68 -2.60 -7.64 0.000
H 2.33 -2.92 -4.97 0.000
H 0.78 -3.49 -5.60 0.000
S 0.11 0.03 7.79 0.229
C 0.27 -0.08 6.26 0.603
N 0.00 -0.50 5.10 -0.132


3.
11
Properties=species:S:1:pos:R:3:nbo_charge:R:1 method="wB97M-V/def2-TZVPD" orbital_gap_ha="0.269 / 0.297" e_above_lowest_kj_mol=636.3 energy_ha=-678.53361
C -0.98 -0.01 0.34 -0.102
N -0.75 0.33 -1.02 -0.442
N -0.13 -1.10 0.58 -0.792
N 0.68 0.30 -1.27 -0.605
O 2.31 1.13 1.22 -0.544
S 1.36 -0.74 -0.06 0.877
H -0.60 0.85 0.84 0.195
H -2.02 -0.24 0.76 0.227
H -1.13 -0.36 -1.78 0.370
H 0.12 -1.34 1.62 0.415
H 1.16 1.19 -1.21 0.402


4.
25
Properties=species:S:1:pos:R:3:nbo_charge:R:1 method="wB97M-V/def2-TZVPD" orbital_gap_ha=0.325 e_above_lowest_kj_mol=584.9 energy_ha=-803.71460
C 0.86 -1.62 -0.02 -0.412
C 1.81 -0.94 -0.90 -0.406
C 1.48 -0.37 0.46 -0.454
C -2.45 0.81 -0.79 -0.656
C -3.14 -1.10 0.50 -0.404
C -1.21 0.21 1.28 -0.628
C -2.36 -0.10 0.36 -0.014
N 0.67 1.66 -0.69 -1.162
O 4.39 1.45 0.18 -0.991
S 0.44 1.08 0.72 1.067
H -0.12 -1.54 -0.30 0.216
H 1.13 -2.59 0.41 0.217
H 2.73 -1.32 -1.25 0.228
H 1.28 -0.38 -1.68 0.254
H 2.19 -0.50 1.35 0.245
H -1.55 0.84 -1.36 0.243
H -3.21 0.51 -1.53 0.210
H -2.70 1.84 -0.49 0.214
H -3.96 -1.37 -0.28 0.210
H -2.93 -1.78 1.33 0.193
H 3.60 0.95 0.22 0.495
H -0.91 -0.75 1.57 0.230
H 5.11 1.36 -0.46 0.496
H -1.53 0.96 2.12 0.238
H 0.37 2.71 -0.75 0.369


5.
15
Properties=species:S:1:pos:R:3:nbo_charge:R:1 method="wB97M-V/def2-TZVPD" orbital_gap_ha=0.363 e_above_lowest_kj_mol=594.8 energy_ha=-271.30491
C 1.83 0.68 -0.55 -0.590
C 2.34 -0.11 -1.43 0.250
C 0.46 0.11 -0.19 -0.031
C 0.06 -1.24 0.48 -0.373
C -1.23 -0.37 0.43 -0.206
C -0.36 0.82 0.90 -0.369
C -0.84 0.00 -1.02 -0.375
H 2.16 1.60 -0.07 0.280
H 0.49 -1.44 1.46 0.200
H 0.07 -2.13 -0.16 0.205
H -2.22 -0.64 0.81 0.212
H -0.69 1.82 0.63 0.197
H 0.07 0.77 1.90 0.198
H -0.89 -0.81 -1.76 0.204
H -1.24 0.94 -1.42 0.199


6.
19
Properties=species:S:1:pos:R:3:nbo_charge:R:1 method="wB97M-V/def2-TZVPD" orbital_gap_ha=0.369 e_above_lowest_kj_mol=155.7 energy_ha=-381.60467 charge=+1
O -1.89 1.52 -2.13 -0.490
C -1.93 1.28 -0.96 0.425
C -0.67 0.98 -0.15 -0.144
C -0.75 -0.36 0.60 -0.462
C 0.61 -0.98 0.81 0.126
C 1.28 -0.85 1.94 -0.402
N 1.10 -1.61 -0.38 -0.872
N 0.44 0.99 -1.15 -0.712
H -2.88 1.35 -0.40 0.166
H -0.56 1.88 0.48 0.250
H -1.28 -0.18 1.53 0.262
H -1.39 -1.03 0.02 0.233
H 2.20 -1.38 2.14 0.223
H 0.92 -0.24 2.77 0.222
H 0.58 -2.46 -0.58 0.400
H 2.09 -1.78 -0.31 0.399
H 1.34 1.35 -0.82 0.444
H 0.64 0.00 -1.41 0.471
H 0.15 1.52 -1.99 0.462


7.
51
Properties=species:S:1:pos:R:3:nbo_charge:R:1 method="wB97M-V/def2-TZVPD" orbital_gap_ha=0.247 e_above_lowest_kj_mol=151.3 energy_ha=-2267.86992
Be 0.20 -0.30 0.02 1.703
C -2.01 -3.49 1.04 0.090
C -1.39 -2.54 0.07 -0.157
N -0.64 -1.53 0.70 -0.888
C -1.14 -1.14 1.92 0.103
C -2.04 -1.86 2.62 -0.101
N -2.36 -3.15 2.22 -0.399
C -0.51 0.11 2.39 0.230
C -0.71 0.75 3.60 -0.193
C 0.01 1.90 3.88 0.122
C 0.93 2.37 2.94 -0.265
C 1.08 1.68 1.75 0.222
N 0.34 0.60 1.48 -0.647
C 2.09 2.02 0.72 0.115
C 2.52 3.32 0.48 0.018
N 3.43 3.59 -0.45 -0.358
C 3.89 2.56 -1.15 0.004
C 3.45 1.26 -0.92 0.015
N 2.55 0.99 0.02 -0.378
C -0.18 2.63 5.16 -0.056
C -0.34 1.94 6.36 -0.247
C -0.51 2.67 7.52 0.047
N -0.54 4.00 7.57 -0.398
C -0.39 4.65 6.42 0.046
C -0.21 4.02 5.20 -0.249
H -2.19 -4.51 0.71 0.201
H -0.83 -3.06 -0.71 0.254
H -2.44 -1.52 3.56 0.199
H -1.42 0.35 4.32 0.229
H 1.56 3.21 3.17 0.233
H 2.12 4.16 1.04 0.202
H 4.63 2.76 -1.91 0.207
H 3.82 0.43 -1.50 0.211
H -0.31 0.86 6.39 0.224
H -0.62 2.16 8.47 0.200
H -0.42 5.73 6.46 0.200
H -0.11 4.60 4.29 0.222
O -2.81 -1.46 -3.76 -0.951
S -1.97 -2.12 -2.79 2.250
O -0.59 -1.42 -2.68 -0.818
O -1.67 -3.51 -2.93 -0.929
S -2.86 -1.80 -0.97 -0.119
C 0.69 0.35 -3.65 -0.644
C -0.33 0.13 -2.56 0.701
N -1.50 0.88 -2.75 -0.845
O 0.16 0.31 -1.33 -1.047
H 0.21 0.50 -4.62 0.220
H 1.37 -0.50 -3.72 0.226
H 1.26 1.25 -3.40 0.220
H -1.99 0.64 -3.60 0.393
H -2.13 0.77 -1.96 0.380


8.
49
Properties=species:S:1:pos:R:3:nbo_charge:R:1 method="wB97M-V/def2-TZVPD" orbital_gap_ha=0.384 e_above_lowest_kj_mol=0.0 energy_ha=-1544.23685 charge=+2
Pb 6.27 -4.26 -30.88 1.648
C 9.19 -6.18 -30.03 0.802
O 8.19 -5.47 -29.84 -0.760
N 9.23 -7.11 -31.02 -0.810
N 10.23 -6.16 -29.16 -0.802
H 8.53 -7.04 -31.73 0.419
H 10.14 -7.43 -31.32 0.399
H 10.35 -5.35 -28.58 0.413
H 11.06 -6.70 -29.34 0.404
C 5.48 -7.09 -33.13 0.798
O 6.04 -6.51 -32.18 -0.765
N 5.19 -6.44 -34.29 -0.817
N 5.17 -8.40 -33.08 -0.808
H 4.79 -6.96 -35.05 0.410
H 5.38 -5.46 -34.31 0.413
H 5.28 -8.85 -32.18 0.414
H 4.56 -8.83 -33.75 0.407
C 5.27 -6.36 -28.03 0.807
O 5.44 -5.74 -29.09 -0.749
N 5.04 -7.69 -28.03 -0.812
N 5.36 -5.73 -26.83 -0.814
H 4.92 -8.16 -28.90 0.412
H 4.92 -8.23 -27.19 0.408
H 5.88 -4.87 -26.87 0.408
H 5.22 -6.27 -25.99 0.407
C 5.56 -1.39 -28.72 0.808
O 5.46 -2.42 -29.40 -0.751
N 5.83 -1.42 -27.38 -0.822
N 5.38 -0.17 -29.25 -0.807
H 6.08 -2.27 -26.92 0.405
H 5.58 -0.62 -26.83 0.405
H 5.24 0.66 -28.70 0.409
H 5.10 -0.16 -30.22 0.417
C 9.10 -1.93 -31.12 0.801
O 7.91 -2.25 -31.10 -0.741
N 9.72 -1.37 -30.05 -0.814
N 9.88 -2.00 -32.24 -0.833
H 10.68 -1.08 -30.03 0.410
H 9.26 -1.39 -29.16 0.410
H 9.51 -2.47 -33.04 0.408
H 10.59 -1.30 -32.38 0.409
C 2.61 -4.90 -31.55 0.799
O 3.68 -4.49 -31.08 -0.735
N 1.86 -4.24 -32.46 -0.820
N 2.02 -6.02 -31.00 -0.831
H 1.11 -4.69 -32.93 0.407
H 2.19 -3.36 -32.81 0.418
H 2.46 -6.43 -30.20 0.417
H 1.03 -5.98 -31.16 0.398


9.
16
Properties=species:S:1:pos:R:3:nbo_charge:R:1 method="wB97M-V/def2-TZVPD" orbital_gap_ha=0.337 e_above_lowest_kj_mol=119.0 energy_ha=-250.85133
C -0.47 -0.52 0.58 -0.225
C -0.84 0.31 -0.67 -0.421
C 0.24 0.45 -1.75 -0.626
N 0.11 -1.83 0.22 -0.882
H -1.44 -0.74 1.11 0.166
H 0.13 -0.09 1.40 0.215
H -1.12 1.32 -0.32 0.210
H -1.72 -0.21 -1.03 0.195
H 0.20 1.35 -2.38 0.210
H -0.04 -0.28 -2.50 0.209
H 1.24 0.46 -1.35 0.204
H 1.06 -2.01 0.45 0.364
H -0.21 -2.26 -0.63 0.361
H 1.41 1.39 1.64 0.472
H 0.80 1.10 3.03 0.474
O 0.65 1.56 2.20 -0.927


10.
14
Properties=species:S:1:pos:R:3:mulliken_charge:R:1 method="wB97M-V/def2-TZVPD" orbital_gap_ha=0.355 e_above_lowest_kj_mol=0.1 energy_ha=-375.19556 charge=+2
O -0.64 1.79 -0.17 -0.604
C -1.57 1.20 -1.03 -0.176
C -2.35 0.10 -0.32 -0.451
O -1.45 -0.78 0.40 -0.526
C -0.67 -1.69 -0.34 -0.078
La 0.53 0.66 1.14 1.836
H -1.08 0.78 -1.93 0.295
H -2.31 1.94 -1.39 0.370
H -2.96 -0.50 -1.01 0.403
H -3.00 0.52 0.46 0.329
H -0.85 -2.69 0.05 0.388
H -0.89 -1.64 -1.41 0.329
O 0.66 -1.31 0.00 -0.543
H 1.14 -2.10 0.36 0.428


11.
17
Properties=species:S:1:pos:R:3:nbo_charge:R:1 method="wB97M-V/def2-TZVPD" orbital_gap_ha=0.377 e_above_lowest_kj_mol=150.9 energy_ha=-400.36407
C -4.83 -0.66 2.64 -0.047
N -6.04 -0.69 3.02 -0.582
H -4.44 0.25 2.18 0.155
H -4.11 -1.46 2.79 0.150
H -6.19 -1.64 3.38 0.324
H 3.22 1.61 -2.74 0.478
H 2.78 1.43 -1.34 0.490
O 2.59 1.11 -2.24 -0.935
H 3.70 1.77 0.75 0.472
H 4.58 2.05 -0.41 0.463
O 4.27 1.31 0.14 -0.923
H 2.25 -0.43 -2.25 0.497
H 2.56 -1.85 -1.48 0.475
O 1.94 -1.34 -2.02 -1.012
H -1.48 -0.14 -0.84 0.462
H 0.00 -0.60 -1.07 0.495
O -0.79 -0.72 -0.52 -0.963


12.
55
Properties=species:S:1:pos:R:3:nbo_charge:R:1 method="wB97M-V/def2-TZVPD" orbital_gap_ha=0.320 e_above_lowest_kj_mol=14.6 energy_ha=-1265.42379
C 5.72 2.30 1.90 -0.638
C 5.96 2.46 0.40 -0.062
O 6.03 1.22 -0.28 -0.493
C 4.89 0.53 -0.55 0.294
C 3.59 0.96 -0.30 -0.259
C 2.52 0.15 -0.64 -0.191
C 2.71 -1.09 -1.24 -0.078
C 4.01 -1.52 -1.48 -0.186
C 5.09 -0.72 -1.14 -0.255
H 6.10 -1.04 -1.34 0.224
H 4.18 -2.48 -1.94 0.209
C 1.52 -1.95 -1.56 -0.240
N 0.79 -2.32 -0.36 -0.424
C -0.44 -1.83 -0.16 0.678
O -1.03 -1.14 -0.97 -0.646
C -1.11 -2.22 1.16 -0.323
N -2.36 -1.50 1.25 -0.632
C -2.74 -0.89 2.40 0.693
O -2.17 -1.06 3.46 -0.631
C -3.96 0.01 2.25 -0.522
C -3.79 0.98 1.11 0.010
C -3.15 2.17 1.37 -0.201
C -2.90 3.10 0.35 -0.206
C -3.29 2.84 -0.93 -0.208
C -3.94 1.63 -1.24 0.034
C -4.33 1.34 -2.57 -0.187
C -4.97 0.17 -2.88 -0.215
C -5.24 -0.76 -1.87 -0.203
C -4.87 -0.51 -0.57 -0.206
C -4.20 0.68 -0.21 -0.090
H -5.09 -1.25 0.18 0.211
H -5.74 -1.68 -2.12 0.213
H -5.26 -0.04 -3.89 0.214
H -4.12 2.07 -3.33 0.207
H -3.09 3.54 -1.72 0.209
H -2.40 4.03 0.60 0.214
H -2.83 2.40 2.38 0.213
H -4.08 0.55 3.19 0.244
H -4.84 -0.62 2.11 0.231
H -2.71 -1.17 0.36 0.435
H -1.29 -3.30 1.17 0.212
H -0.49 -1.96 2.02 0.246
C 1.51 -3.11 0.62 -0.415
H 0.93 -3.98 0.93 0.205
H 2.44 -3.44 0.18 0.220
H 1.74 -2.51 1.51 0.206
H 0.82 -1.41 -2.20 0.256
H 1.84 -2.86 -2.09 0.196
H 1.51 0.50 -0.45 0.221
H 3.40 1.91 0.16 0.210
H 6.93 2.92 0.22 0.194
H 5.19 3.10 -0.05 0.170
H 5.74 3.28 2.38 0.215
H 6.51 1.69 2.33 0.216
H 4.77 1.82 2.10 0.213